Entry 1:
The following is a quantum chemistry calculation of a cluster of 13 separate species, C6H37NO12 in total at a distorted geometry, from the Open Molecules 2025 dataset.

Properties
charge	0
total energy	-1208.4278	a.u.
spin multiplicity	1
max |F|	0.0352	Eh/bohr
energy relative to the best compared isomer or geometry (same formula, charge and spin)	42.6	kcal/mol
E_HOMO	-9.3	eV

The geometry in XYZ format:
```
56
C6H37NO12 | the Open Molecules 2025 dataset | ωB97M-V with the def2-TZVPD basis set
C 1.37 -3.39 2.03
N 1.30 -2.50 0.87
C 2.15 -2.85 -0.29
C 2.80 -1.53 -0.77
C 3.82 -1.03 0.25
C 4.46 0.13 0.21
C 1.25 -3.42 -1.39
H 2.24 -3.28 2.68
H 0.59 -3.24 2.78
H 1.23 -4.40 1.65
H 0.35 -2.32 0.58
H 2.94 -3.53 0.03
H 3.26 -1.57 -1.75
H 1.99 -0.80 -0.76
H 4.00 -1.69 1.10
H 5.14 0.42 0.99
H 4.31 0.92 -0.52
H 0.91 -2.57 -1.97
H 0.36 -3.97 -1.05
H 1.91 -4.02 -2.02
H 2.39 0.59 2.24
H 1.32 -0.59 2.12
O 1.47 0.31 2.41
H 1.55 5.17 -1.30
H 2.30 4.14 -0.45
O 1.82 5.01 -0.39
H -2.03 3.11 1.17
H -1.08 1.84 0.72
O -1.98 2.15 1.07
H -0.12 0.10 -0.16
H 0.35 0.67 1.24
O 0.12 0.93 0.30
H -5.59 -0.34 -1.56
H -4.81 0.16 -0.30
O -5.60 0.32 -0.86
H -0.57 1.29 -2.59
H -2.07 1.40 -2.50
O -1.36 0.96 -3.04
H -3.86 1.75 -1.25
H -2.62 2.14 -0.38
O -3.04 2.29 -1.29
H 0.55 4.68 2.25
H 0.52 4.40 0.71
O -0.03 4.42 1.52
H 2.63 1.86 -1.14
H 1.30 1.97 -0.34
O 1.94 2.48 -0.87
H -4.92 -2.07 0.55
H -4.44 -3.23 -0.16
O -4.46 -2.27 -0.28
H -1.18 -0.65 -2.08
H -1.98 -1.25 -0.84
O -1.11 -1.08 -1.20
H -4.57 1.12 1.39
H -3.15 0.57 1.29
O -4.08 0.30 1.37
```

Entry 2:
The following is a quantum chemistry calculation of a cluster of 12 separate species, C6H38N2O11 in total at a distorted geometry, from the Open Molecules 2025 dataset.

Properties
charge	0
total energy	-1188.3775	a.u.
spin multiplicity	1
max |F|	0.1189	Eh/bohr
energy relative to the best compared isomer or geometry (same formula, charge and spin)	153.5	kcal/mol
E_HOMO	-7.7	eV
SMILES string	CCCNC[C@@H](C)N.O.O.O.O.O.O.O.O.O.O.O

The geometry in XYZ format:
```
57
C6H38N2O11 | the Open Molecules 2025 dataset | ωB97M-V with the def2-TZVPD basis set
N -0.97 3.12 0.27
C 0.34 2.72 0.83
C 1.43 3.76 0.95
C 0.89 1.56 -0.08
N 0.67 0.35 0.56
C 1.84 -0.53 0.76
C 2.02 -0.71 2.28
C 0.99 -1.77 2.96
H -1.56 3.70 0.71
H -1.06 3.47 -0.74
H 0.24 2.21 1.77
H 1.23 4.43 0.06
H 2.44 3.39 1.32
H 1.01 4.35 1.94
H 1.92 1.80 -0.46
H 0.32 1.56 -1.03
H -0.14 -0.26 0.25
H 2.76 -0.01 0.40
H 1.62 -1.57 0.37
H 3.05 -0.92 2.57
H 1.72 0.25 2.79
H 1.19 -2.83 2.71
H 0.90 -1.61 4.02
H 0.05 -1.66 2.48
H -2.30 -2.68 2.12
H -1.43 -3.20 0.87
O -2.24 -2.79 1.11
H 1.65 -2.82 -2.19
H 0.19 -2.38 -2.11
O 0.97 -2.47 -1.67
H 2.56 0.91 -2.54
H 1.24 1.25 -2.84
O 2.09 1.58 -3.03
H -1.66 -1.89 -3.42
H -1.69 -3.06 -2.49
O -1.18 -2.43 -2.93
H -1.58 -1.57 0.25
H -2.41 -0.44 -0.11
O -1.67 -0.87 -0.39
H -0.68 1.29 2.75
H -0.15 1.60 4.19
O -0.80 1.20 3.67
H -3.75 0.89 -3.12
H -2.72 0.00 -2.69
O -3.54 -0.02 -3.31
H -0.12 3.57 -3.49
H 1.09 3.37 -2.59
O 0.11 3.43 -2.62
H -0.07 -4.83 0.03
H 0.91 -3.53 0.34
O 0.07 -4.03 0.39
H -1.51 -0.67 3.43
H -2.82 -1.21 3.46
O -1.86 -1.51 3.44
H 0.15 -0.93 -4.77
H -0.05 -0.36 -3.26
O 0.33 -0.21 -4.15
```